46
Properties=species:S:1:pos:R:3:forces:R:3 method="wB97M-V/def2-TZVPD" smiles="CC[C@@H](C)NC(=O)O.O.O.O.O.O.O.O.O.O" de_lowest_kj_mol=368.6
O -3.46263 -1.43156 2.32940 -0.734 0.933 1.228
O 2.86778 -2.04473 -2.20756 -2.913 0.367 -0.036
O -1.39352 -2.38825 0.77118 -0.186 1.566 -1.361
O 1.24426 0.10686 -2.50873 -2.134 0.073 -2.768
O 2.00579 -1.11382 2.13026 -2.440 0.996 -1.295
O 1.84344 2.78699 -0.31278 0.281 1.847 -2.527
O 2.49512 -3.20091 0.50621 0.999 -5.058 -5.685
O 4.21178 0.49321 0.21328 2.709 0.071 0.042
O 0.32743 2.95997 -2.73142 -0.186 0.950 -0.262
O -0.26221 -0.74077 3.22873 1.057 0.869 1.427
O -0.48157 -2.74077 -1.22083 0.446 -0.883 0.607
N -1.44559 -0.64379 -0.93584 2.560 -4.454 1.331
C -2.13526 0.35579 -0.08470 2.147 1.287 -2.992
C -1.08751 1.24570 0.64986 1.716 0.219 -0.316
C -1.66238 2.50685 1.31875 -0.018 -0.830 2.521
C -1.14081 -1.92766 -0.35655 0.100 0.587 0.038
C -2.94335 1.04921 -1.18978 -3.123 2.445 0.951
H 2.11204 -3.86954 1.01767 -0.796 -1.543 1.135
H 1.13613 -0.58069 2.29587 2.196 -1.318 -0.092
H -0.21820 -3.57967 -0.70800 -0.692 1.949 -0.909
H 2.47046 -2.48608 0.98909 -0.363 6.434 4.317
H -0.56590 0.52375 1.38282 -0.744 1.471 -1.049
H -2.22590 2.37450 2.36701 0.851 0.106 -2.539
H 0.29799 2.00661 -2.59555 -0.041 -0.208 -0.505
H -0.10316 3.24150 -3.56222 0.352 -0.777 0.698
H 2.44676 -2.64463 -1.54882 1.596 0.310 -0.290
H -3.59715 -2.35900 2.40377 -0.326 -1.306 0.662
H -1.02345 -0.27544 3.53973 -0.835 0.540 0.360
H -3.09529 -1.42174 1.46973 0.884 0.066 -1.349
H -0.80949 3.13638 1.54746 0.185 0.149 0.304
H -2.20855 3.07438 0.59610 -0.852 0.249 -0.217
H 3.64752 -0.22390 0.08433 -1.398 -2.033 -0.188
H -2.70499 -0.06742 0.70991 -0.639 -0.478 -0.178
H -3.81038 1.68171 -0.66106 2.121 -0.568 -1.293
H 1.24249 -0.53679 -3.27878 0.166 1.125 1.465
H -0.58658 -1.28785 2.55236 -1.045 -1.696 -1.556
H 2.03898 2.85970 -1.31477 -0.412 -0.742 2.062
H 1.52022 3.72284 -0.23932 0.241 -1.197 0.514
H -0.65311 -0.42930 -1.64615 -1.820 0.298 1.608
H -2.35186 1.62308 -1.93930 0.031 0.217 1.202
H 1.86194 -0.26851 -1.92712 1.583 -1.041 1.252
H 3.79036 -2.01737 -2.33922 1.470 -0.754 0.596
H 3.64291 1.22001 0.26003 -1.399 2.028 0.177
H 2.54367 -0.90123 2.86234 0.983 0.402 1.266
H -0.21613 1.72656 -0.01289 -1.965 -1.659 0.813
H -3.56213 0.48584 -1.90457 0.387 -1.009 0.833

10
Properties=species:S:1:pos:R:3:forces:R:3 method="wB97M-V/def2-TZVPD" smiles="[O-][N+]1=C=C=CC(Br)=C1" de_lowest_kj_mol=0.1
Br 2.75570 0.34531 0.00421 -0.151 0.034 -0.048
O -2.12389 1.81612 0.01429 -0.097 0.406 -0.053
N -1.32782 0.90203 0.00083 -1.150 -4.590 0.148
C -0.79196 -1.48798 0.03819 -1.899 1.479 -0.001
C 0.00262 0.96014 -0.03932 1.076 0.724 0.019
C -1.70206 -0.63462 0.03555 1.699 2.078 -0.091
C 0.58124 -1.46748 0.01571 0.367 0.535 -0.019
C 0.91223 -0.11847 -0.01451 0.298 -0.638 -0.010
H 1.28588 -2.27963 0.02305 0.075 0.004 0.026
H 0.40805 1.96458 -0.07799 -0.219 -0.033 0.028

10
Properties=species:S:1:pos:R:3:forces:R:3 method="wB97M-V/def2-TZVPD" smiles="O=C1C=C(F)C(Cl)=C1" de_lowest_kj_mol=27.8
Cl -1.98622 -0.97097 -0.25710 -0.915 -0.248 -0.143
F -0.17097 -0.91819 1.91532 0.455 0.185 0.342
O 2.29689 1.55575 -1.18495 -2.302 -0.673 -0.032
C -0.04785 0.65277 -1.18480 1.418 0.656 -2.154
C 1.49318 0.40791 0.74175 -2.259 0.037 -1.272
C 0.30930 -0.18604 0.91918 0.702 0.098 1.065
C -0.60268 -0.02526 -0.21674 -0.279 -0.934 0.111
C 1.32468 1.00553 -0.67277 2.913 0.481 0.814
H -0.26799 0.61582 -2.26481 -0.214 0.479 0.882
H 2.33754 0.57895 1.35747 0.482 -0.084 0.387

12
Properties=species:S:1:pos:R:3:forces:R:3 method="wB97M-V/def2-TZVPD" de_lowest_kj_mol=142.5
F -1.22751 -2.15549 0.78177 -0.099 -0.286 -0.708
F 0.36280 -1.30830 1.91951 -0.411 0.620 -1.093
F -2.07188 1.79303 1.65461 0.340 -0.685 -0.379
F 0.83608 -2.18586 -0.95921 -0.292 0.521 0.391
O -1.23221 -0.00500 0.89554 -0.750 1.859 0.826
C 1.04714 1.24465 -1.61381 1.935 1.640 -0.103
C 0.42158 -1.00631 -0.43176 1.721 2.037 -2.246
C -1.00843 1.02684 1.75441 0.273 -1.035 -0.512
C 0.81189 0.17053 -0.96532 -1.736 -3.517 1.007
C -0.40261 -1.10821 0.76885 0.174 -0.524 2.880
H 2.00329 1.77211 -1.46103 -0.393 -0.259 0.281
H 0.45986 1.76200 -2.34355 -0.764 -0.371 -0.344

9
Properties=species:S:1:pos:R:3:forces:R:3 method="wB97M-V/def2-TZVPD" multiplicity=3 e_tot_ha=-543.80502
I 2.53873 1.90147 0.88980 1.131 0.810 0.484
N -0.97403 -2.90692 -0.99171 -0.475 -2.049 0.105
C -0.86735 -1.77435 -1.13879 0.419 1.881 -0.074
C -0.12059 0.27971 1.67426 -2.060 -0.977 1.056
C -0.58806 -0.45344 -1.27243 -0.998 -2.658 0.092
C -0.07873 0.64292 -1.16863 1.016 1.417 1.468
C 0.90270 0.80491 1.32871 2.055 0.763 -3.351
H 0.22342 1.62295 -1.22782 0.424 1.589 -0.540
H -1.03610 -0.11726 1.90661 -1.512 -0.777 0.759

9
Properties=species:S:1:pos:R:3:forces:R:3 method="wB97M-V/def2-TZVPD" smiles="N#CC1(C#N)C=C1" de_lowest_kj_mol=105.6
N -1.69209 -2.12339 -0.06800 -0.406 -0.446 -0.037
N -1.49908 2.22444 -0.23979 0.531 -0.671 0.660
C 1.27628 -0.02715 0.60169 0.765 -0.513 0.829
C 1.06563 0.12691 -0.67832 -0.192 -0.715 5.274
C -1.10105 -1.15912 0.09998 2.423 2.496 0.556
C -0.12225 0.11192 0.23599 -2.809 -2.134 -1.573
C -0.88749 1.30912 0.11624 -1.236 1.654 -0.265
H 1.19812 -0.10930 -1.63295 1.021 -0.379 -3.780
H 1.76193 -0.35343 1.56514 -0.097 0.706 -1.664